The following is a DFT calculation (ωB97M-V with the def2-TZVPD basis set) of C33H48CsN4O5S3 as an isolated structure.

Structure (XYZ):
```
94
Properties=species:S:1:pos:R:3:forces:R:3
Cs -1.129379 2.322436 1.634851 -0.2 0.0 -0.1
C 4.222179 0.175103 3.079531 0.0 0.0 0.0
C 3.494710 -0.629036 2.002679 -0.1 0.0 0.0
C 4.085932 -0.456272 0.601336 0.0 0.0 0.0
C 4.059157 0.908002 -0.118464 0.0 0.1 -0.1
C 4.977816 1.931866 0.560363 0.0 0.0 0.0
C 4.555145 0.647093 -1.542898 0.0 0.0 0.0
N 2.667486 1.479719 -0.158102 0.3 0.0 -0.1
C 2.531681 2.740087 -0.957988 -0.1 -0.1 0.0
C 1.890766 2.532096 -2.324058 0.0 0.0 0.0
N 0.530410 2.004031 -2.324993 -0.1 0.0 0.0
C -0.528971 3.033652 -2.395564 0.1 -0.2 -0.3
C -0.465178 4.247624 -1.447104 0.1 -0.2 0.3
O -1.009930 5.275567 -1.861542 0.1 0.0 0.0
O 0.068029 4.025880 -0.319400 -0.4 0.2 -0.1
C 0.306433 1.066615 -3.446054 0.0 0.0 0.1
C 0.824734 1.561111 -4.806484 0.0 0.0 0.0
C 0.814056 -0.355569 -3.202121 0.0 0.0 0.0
C 0.159928 -1.169403 -2.067677 0.0 0.0 0.0
C 0.176972 -2.652724 -2.470536 0.0 0.0 0.0
C -1.279583 -0.737069 -1.822984 0.0 0.0 0.0
N 0.961906 -0.974499 -0.832913 0.0 -0.1 0.0
C 0.316225 -1.449967 0.398555 0.0 0.0 0.0
C 1.340301 -1.644381 1.503832 -0.1 0.1 0.0
N 2.036203 -0.430835 1.933009 0.0 -0.1 0.1
C 1.433760 0.173812 3.107420 0.0 0.0 0.0
C 1.670545 1.692005 3.234906 0.2 0.0 0.4
O 1.571322 2.171690 4.365936 -0.1 0.0 -0.2
O 1.894800 2.329681 2.151921 0.1 0.0 0.2
H 5.294652 -0.006885 2.982373 0.0 0.0 0.0
H 3.923129 -0.143407 4.076317 0.0 0.0 0.0
H 4.052073 1.245008 3.014432 0.0 0.0 0.0
H 3.692127 -1.685121 2.260993 0.0 0.0 0.0
H 3.588004 -1.179874 -0.050296 0.0 0.0 0.0
H 5.137354 -0.760846 0.631089 0.0 0.0 0.0
H 5.886772 1.439106 0.906645 0.0 0.0 0.0
H 4.486108 2.405915 1.407723 0.0 0.0 0.0
H 5.278389 2.716813 -0.133535 0.0 0.0 0.0
H 5.542569 0.184484 -1.495914 0.0 0.0 0.0
H 4.646028 1.565478 -2.122699 0.0 0.0 0.0
H 3.887170 -0.035918 -2.071313 0.0 0.0 0.0
H 2.366286 1.715078 0.866268 -0.2 -0.1 -0.2
H 1.990465 0.764042 -0.492241 0.0 0.0 0.0
H 3.523012 3.163180 -1.114986 0.0 0.0 0.0
H 1.937984 3.431596 -0.368771 0.0 0.0 0.0
H 2.522629 1.841998 -2.888697 0.0 0.0 0.0
H 1.943164 3.498837 -2.847248 0.0 0.0 0.0
H -1.471934 2.529458 -2.164409 -0.1 0.0 0.1
H -0.650675 3.401654 -3.423040 0.1 0.2 0.1
H -0.778139 0.998637 -3.537616 0.0 0.0 0.0
H 1.909192 1.459855 -4.891184 0.0 0.0 0.0
H 0.567714 2.605910 -4.982235 0.0 0.0 0.0
H 0.377616 0.967944 -5.606468 0.0 0.0 0.0
H 1.901250 -0.349061 -3.047807 0.0 0.0 0.0
H 0.653401 -0.897276 -4.140738 0.0 0.0 0.0
H -0.468884 -2.823904 -3.334287 0.0 0.0 0.0
H -0.183187 -3.286791 -1.658316 0.0 0.0 0.0
H 1.190913 -2.967939 -2.739213 0.0 0.0 0.0
H -1.852390 -0.769548 -2.752161 0.0 0.0 0.0
H -1.314967 0.277147 -1.426553 0.0 0.0 0.0
H -1.774920 -1.388406 -1.104446 0.0 0.0 0.0
H 1.804648 -1.532250 -0.963516 0.0 0.0 0.0
H -0.179785 -2.421729 0.262957 0.0 0.0 0.0
H -0.492412 -0.768819 0.679935 0.1 0.0 0.1
H 2.084200 -2.367169 1.146883 0.0 0.0 0.0
H 0.839683 -2.125421 2.356417 0.0 0.0 0.0
H 1.723450 -0.320044 4.043695 0.0 0.1 0.0
H 0.345534 0.060124 3.052582 0.0 -0.1 -0.2
O -2.624914 -0.183780 1.216996 0.2 0.3 0.2
C -3.716266 -0.969055 1.352181 0.0 -0.2 0.0
C -3.363779 -2.450303 1.094602 0.1 0.1 0.0
C -2.433831 -3.168794 1.787076 0.0 0.0 0.0
C -2.203325 -4.460681 1.245801 0.0 0.0 0.0
C -2.965404 -4.706008 0.143175 -0.1 0.1 -0.1
S -3.971930 -3.367111 -0.224887 0.1 0.0 0.0
C -4.291706 -0.873289 2.768002 -0.1 0.0 -0.1
C -5.220294 -1.609552 3.440900 0.0 0.0 0.0
C -5.500115 -1.091532 4.736085 0.0 0.0 0.1
C -4.770665 0.023693 5.018485 0.0 0.0 0.0
S -3.734092 0.435812 3.718007 0.0 0.1 0.0
C -4.798777 -0.525357 0.363266 -0.1 0.0 0.1
C -6.097229 -0.897360 0.174250 0.0 0.0 0.0
C -6.716986 -0.201163 -0.900707 0.0 0.0 0.0
C -5.873855 0.693889 -1.486681 0.1 0.0 0.0
S -4.329461 0.693050 -0.743211 0.0 0.0 0.0
H -1.918811 -2.762327 2.647408 0.0 0.0 0.0
H -1.501185 -5.172658 1.659047 0.0 0.0 0.0
H -3.001362 -5.596044 -0.464452 0.0 0.0 0.0
H -5.679230 -2.499475 3.031380 0.0 0.0 0.0
H -6.204598 -1.538635 5.424648 0.0 0.0 0.0
H -4.768467 0.601563 5.928751 0.0 0.0 0.0
H -6.598155 -1.637156 0.783288 0.0 0.0 0.0
H -7.741450 -0.358474 -1.210214 0.0 0.0 0.0
H -6.079797 1.360589 -2.309249 0.0 0.0 0.0
```
Forces are in eV/Å.

The energy above the lowest of the compared OMol25 structures with the same formula, charge and spin comes out at 7.23 kJ/mol. The charge is -1. The spin multiplicity is 1. As for the highest occupied orbital energy: -5.492 eV. The calculation puts the total energy at -3096.31267 Ha.